The following is a quantum chemistry calculation of an isolated molecule of C3H2Cl2N2, from the OMol25 dataset.

Each line ends with the Mulliken charge.
Geometry (Å):
N  1.798  0.293  0.151  -0.48
N  1.054  -0.877  0.121  -0.18
C  -0.184  -1.039  0.049  0.11
Cl  -0.844  -2.652  0.034  -0.16
C  -1.162  0.017  0.004  -0.45
C  -2.035  0.853  0.010  0.77
Cl  -2.860  2.292  0.061  -0.12
H  1.639  1.279  -0.181  0.25
H  2.593  -0.167  -0.249  0.26

Gap between HOMO and LUMO ... 9.6 eV
E_HOMO ... -9.1 eV
Electronic energy ... -1145.2750 a.u.
Relative energy (zero: lowest compared OMol25 entry of this formula, charge and spin) ... 90.5 kcal per mole
Max |F| ... 0.0392 Eh/bohr